Record 1
DFT (ωB97M-V/def2-TZVPD) results for a molecular structure, C4H2HoO5 at a distorted geometry.

Positions of all 12 atoms, in Å:
Ho  -0.87  0.36  1.10
O  1.55  -1.88  2.70
O  0.96  3.33  0.72
O  2.18  -1.44  -3.65
O  2.47  -0.21  0.29
O  -2.90  0.04  -0.29
C  1.17  -1.32  -3.14
C  0.68  -1.27  2.25
C  1.32  0.01  0.34
C  0.28  2.42  0.83
H  -3.15  -0.59  -1.00
H  -3.68  0.56  -0.15

Output
* HOMO level (alpha / beta): -0.8075 / -0.8076 Ha
* charge: +3
* orbital gap (alpha / beta): 5.743 / 5.195 eV
* calculated total energy: -1476.5596 Ha
* multiplicity: 5
* ⟨S²⟩: 6.004


Record 2
DFT (ωB97M-V/def2-TZVPD) results for 11 unconnected molecules or ions with the total composition C34H94N4O20 at a distorted geometry.

Positions of all 152 atoms, in Å:
O  -1.94  14.08  17.46
O  -2.76  18.97  15.99
O  -5.14  12.02  12.25
O  -7.98  20.65  14.04
O  -6.14  11.51  17.47
O  -7.46  18.09  14.86
O  -4.67  17.95  14.33
O  -5.31  14.28  21.36
O  -7.86  20.92  19.30
O  -6.41  21.59  11.67
O  -9.99  15.59  18.73
O  -5.71  19.03  19.37
O  -8.21  14.11  16.94
O  -5.19  17.60  17.01
O  -11.30  14.16  14.57
O  -11.23  19.44  14.01
O  -5.17  16.46  9.90
O  -13.50  17.38  13.25
O  -2.91  19.83  22.42
O  -9.18  15.60  12.66
N  -6.74  9.82  14.22
N  0.70  13.50  20.17
N  -3.80  17.77  20.94
N  -6.99  14.45  11.15
C  -12.10  17.31  12.78
C  -2.41  15.24  16.86
C  -5.36  12.53  18.12
C  -1.87  19.21  21.69
C  -5.97  15.20  11.96
C  -1.68  13.77  20.45
C  -6.09  11.98  11.17
C  -6.44  8.73  16.23
C  -6.65  21.21  18.70
C  -7.57  18.08  16.34
C  -0.57  13.51  19.52
C  -9.15  14.54  19.18
C  -5.31  17.73  9.15
C  -3.79  16.35  21.33
C  -6.79  10.11  15.67
C  -5.40  20.42  19.40
C  -8.66  13.50  18.17
C  -5.94  20.83  12.76
C  -9.18  14.98  13.97
C  -11.14  17.98  13.91
C  -2.49  18.34  20.61
C  -5.77  16.62  11.20
C  -0.70  14.25  18.11
C  -2.48  20.68  23.53
C  -7.17  13.03  11.55
C  -3.82  11.78  11.68
C  -6.58  17.07  17.01
C  -10.03  13.66  14.13
C  -2.91  19.55  14.73
C  -5.25  15.72  21.43
C  -6.66  21.12  14.08
C  -5.80  11.21  16.11
C  -3.49  18.44  13.76
C  -4.83  13.69  22.61
H  -10.09  13.08  13.21
H  -1.80  17.62  20.19
H  0.10  13.91  17.46
H  -9.39  15.73  14.73
H  -6.73  10.75  13.83
H  -5.19  18.51  9.90
H  -10.61  15.20  18.11
H  -3.32  15.93  20.44
H  -2.01  15.45  15.86
H  -6.17  20.51  14.84
H  -1.61  13.22  21.39
H  -5.77  12.20  10.15
H  -6.36  10.93  11.22
H  -2.76  17.64  13.62
H  -6.44  15.45  12.91
H  -4.02  18.38  21.71
H  -5.27  18.32  17.64
H  -1.70  14.85  20.54
H  -13.67  16.92  14.07
H  -5.43  13.41  17.49
H  -1.18  19.99  21.40
H  -4.33  12.21  18.27
H  -3.49  15.18  16.71
H  -7.33  13.04  12.63
H  -7.69  20.17  19.87
H  -9.70  12.97  14.91
H  -3.49  20.46  14.90
H  -7.37  21.59  11.70
H  -3.18  16.41  22.23
H  -2.22  16.18  17.38
H  -3.14  21.39  24.03
H  -6.94  16.91  18.03
H  -2.62  13.47  19.99
H  -5.48  8.38  15.84
H  -5.82  9.53  13.93
H  -10.10  17.67  13.89
H  -5.32  20.68  20.46
H  -1.66  21.35  23.26
H  -7.40  19.08  16.73
H  -0.52  15.30  18.35
H  -3.79  14.01  22.68
H  -2.56  19.07  19.80
H  -11.35  17.66  14.93
H  -8.78  14.92  12.11
H  -6.62  21.15  17.61
H  -5.57  12.75  19.17
H  -6.50  16.02  16.71
H  -5.06  17.22  11.77
H  -6.63  17.71  14.59
H  -2.03  18.36  15.94
H  -5.08  18.57  19.93
H  -7.87  12.80  18.45
H  -12.04  17.78  11.79
H  -8.14  14.65  13.97
H  -0.70  12.46  19.25
H  -3.73  12.27  10.71
H  -8.11  12.71  11.09
H  -4.79  10.81  15.98
H  -5.03  14.67  12.07
H  -1.97  19.78  14.24
H  -11.79  16.29  12.58
H  -11.90  13.95  13.85
H  -6.22  19.82  12.46
H  -5.82  15.95  20.53
H  -3.67  10.74  11.40
H  -4.73  18.10  15.28
H  -4.86  20.90  12.90
H  -6.74  17.08  11.01
H  -4.47  20.66  18.89
H  -3.06  12.12  12.38
H  -4.73  17.72  8.23
H  -5.43  14.06  23.44
H  -9.49  12.93  17.77
H  -6.33  17.80  8.78
H  -8.90  14.71  16.63
H  -8.17  14.90  19.51
H  -2.03  19.90  24.16
H  -6.73  14.51  10.18
H  -5.76  16.04  22.34
H  -7.98  19.70  14.14
H  -7.12  8.01  15.78
H  -6.64  8.65  17.30
H  -9.51  14.10  20.11
H  -11.81  19.78  14.70
H  0.63  12.91  20.99
H  -8.61  17.81  16.51
H  -6.47  22.16  14.32
H  -3.54  18.90  12.78
H  -6.12  12.09  15.55
H  -1.24  18.75  22.46
H  -6.40  22.25  18.86
H  -7.84  10.26  15.93
H  0.87  14.48  20.34
H  -4.87  12.61  22.77

Output
* HOMO level (alpha / beta): 0.0149 / -0.2567 Ha
* charge: -1
* orbital gap (alpha / beta): 1.461 / 8.850 eV
* calculated total energy: -3075.1709 Ha
* multiplicity: 2
* ⟨S²⟩: 0.751